Here is 7 unconnected molecules or ions with the total composition C54H124BN6 at a distorted geometry from OMol25. Energies are from wB97M-V/def2-TZVPD.

Values from the calculation:
Relative energy (zero: lowest compared OMol25 entry of this formula, charge and spin), eV: 0.0000
Charge: +5
HOMO, eV: -19.4
Total energy, eV: -67579.2100
F_max, eV/Å: 2.11

The geometry in XYZ format:
```
185
Properties=species:S:1:pos:R:3:forces:R:3:mulliken_charge:R:1
N 33.03435 -8.76318 4.17613 -0.85 -0.30 -0.42 0.682
N 33.31027 -14.60451 0.14859 1.21 -1.50 0.25 0.510
N 38.29241 -9.71809 7.51129 1.28 1.53 -0.66 0.713
N 38.06419 -17.52170 6.30279 -0.96 -0.83 -0.11 0.158
N 32.74189 -12.01828 10.39900 -0.18 -0.36 0.05 0.491
N 32.14565 -18.73307 7.09586 1.45 0.50 0.89 0.454
C 34.20761 -7.34180 5.86720 0.13 0.56 0.59 -1.119
C 33.97167 -14.89679 1.49391 0.47 0.53 0.17 -1.444
C 33.48302 -10.72560 10.13777 -0.52 -1.18 0.62 -0.810
C 30.66833 -10.74688 11.16929 -0.08 1.24 0.75 -0.042
C 37.24391 -8.67197 7.27993 -1.03 -1.10 0.17 -1.365
C 34.11624 -13.56289 -0.60925 -1.70 1.01 -0.64 -0.851
C 32.16992 -17.82582 -1.65180 0.62 -0.57 0.04 -1.553
C 37.77578 -10.81450 8.39347 -0.10 0.19 -0.89 0.363
C 32.46407 -20.82634 8.55783 -0.50 0.64 -0.40 -0.743
C 33.71974 -13.07505 10.93981 0.19 0.18 -1.76 -1.078
C 39.59498 -17.63785 6.13046 -1.18 0.03 -0.21 -0.760
C 40.02211 -18.73571 5.16049 0.41 0.55 0.18 -0.038
C 39.48870 -9.89707 3.81465 0.94 0.75 0.05 -1.431
C 32.30689 -16.53224 5.80346 -0.33 0.09 0.07 -0.382
C 34.36997 -8.28311 4.68501 -0.02 0.47 0.05 0.264
C 32.07626 -8.52978 6.52072 -0.93 1.23 -0.53 -1.148
C 32.50391 -17.04445 -0.37820 0.66 -0.51 -0.21 -0.282
C 32.21615 -9.42756 5.27445 0.98 0.45 0.97 0.054
C 31.94110 -5.81742 1.86409 -0.18 -0.56 0.20 -1.450
C 32.92702 -6.66973 2.68122 -1.18 0.50 0.71 -0.232
C 33.38962 -7.90016 7.00755 -0.21 -1.88 0.24 0.377
C 37.31687 -17.32022 5.01922 0.18 0.97 -0.46 -0.530
C 32.05799 -12.48404 9.13211 0.44 -0.40 -0.71 -1.454
C 37.61049 -15.93497 4.38933 0.51 -0.82 0.02 -0.630
C 29.43318 -10.74057 12.07349 0.00 -1.83 0.49 -1.488
C 38.81372 -10.20626 6.14245 -1.78 -0.59 0.16 -0.353
C 41.53868 -18.73781 5.08826 1.41 0.10 0.05 -1.478
C 30.65106 -19.07722 9.11521 0.24 0.19 -0.19 -0.830
C 32.16533 -7.63682 3.58373 -0.08 -0.45 -0.29 -0.753
C 33.17942 -15.57913 4.99195 -0.66 1.06 -0.28 -0.917
C 34.69046 -13.55299 9.84835 0.29 0.33 -0.71 0.109
C 31.21187 -19.37707 6.12416 0.30 -0.31 0.01 -0.909
C 37.52851 -10.39706 9.82671 0.74 -0.99 0.89 -0.489
C 34.21162 -13.63255 2.31885 -0.22 1.14 -0.08 1.216
C 31.35041 -18.05795 8.20445 -0.36 -0.73 0.19 -0.584
C 33.21647 -9.79901 3.11544 0.43 -1.28 0.10 -0.350
C 31.69413 -20.08028 9.64371 -0.71 0.22 -0.35 -0.604
C 39.19556 -8.57076 9.56480 0.29 0.04 -0.18 -0.638
C 33.96840 -13.97715 8.55705 0.41 0.21 0.06 1.164
C 38.05428 -15.04111 6.75424 0.16 0.32 -0.87 -0.602
C 39.49906 -9.04499 8.15909 -0.42 0.60 0.28 -0.629
C 31.87112 -14.25006 0.29665 0.28 1.30 -0.21 -0.972
C 33.11751 -19.79698 7.61919 -0.66 -0.82 0.37 -0.625
C 34.26843 -12.27254 0.17607 0.32 -0.25 0.37 -0.843
C 34.95602 -12.55159 1.51327 -0.04 0.18 -1.10 -0.491
C 33.46262 -15.87932 -0.66254 -0.48 -0.21 -1.59 -1.018
C 37.40580 -14.80030 5.36353 -0.60 -0.26 1.11 0.737
C 33.06711 -17.70852 6.40272 -1.10 -0.56 -0.67 -0.576
C 38.73751 -9.70312 10.47258 -0.40 0.65 0.00 -1.056
C 33.06680 -12.85788 8.03701 0.11 -0.37 0.53 1.017
C 38.89982 -9.16153 5.01651 -0.08 -0.76 0.78 -0.036
C 37.69007 -16.40869 7.30694 1.23 -0.59 -0.59 -0.727
C 37.55355 -18.81034 6.90740 1.21 0.36 0.75 -0.996
C 31.69223 -11.84547 11.50378 -0.30 1.06 -0.63 -0.684
B 35.18768 -11.71093 5.50466 0.12 -0.24 0.11 -0.187
H 38.54832 -11.58106 8.30393 -0.04 -0.09 0.37 0.413
H 32.25430 -10.19824 2.79580 -0.19 0.74 -0.32 0.427
H 34.77804 -13.74854 3.24489 -0.02 -0.71 -0.05 -0.496
H 36.74601 -8.46365 8.22319 0.39 0.46 0.09 0.578
H 33.53608 -20.23294 6.71277 0.12 -0.15 0.11 0.499
H 31.25276 -9.66575 4.83171 -0.03 -0.11 0.07 0.531
H 31.37668 -11.71570 8.78181 0.06 0.12 0.19 0.447
H 34.51579 -16.16518 -0.70167 -0.02 -0.15 0.89 0.540
H 33.26363 -21.43102 8.98264 -0.02 -0.05 0.02 0.397
H 31.36058 -14.83504 1.05286 0.16 -0.29 -0.16 0.385
H 31.62476 -7.18857 4.41303 0.48 0.53 0.01 0.562
H 34.93172 -15.36188 1.26805 -0.01 0.03 -0.19 0.286
H 33.40511 -14.90087 8.73019 -0.25 0.08 0.11 -0.405
H 33.32793 -11.75160 0.37906 -0.28 -0.40 -0.25 0.198
H 30.79837 -20.28296 6.56053 -0.22 0.28 0.22 0.473
H 33.89362 -8.76110 7.47387 0.53 0.20 -0.10 -0.666
H 37.90940 -8.75774 4.81030 0.02 -0.04 -0.07 0.096
H 30.38769 -10.71692 10.11858 -0.09 -0.07 0.04 0.174
H 37.62024 -7.80137 6.75723 0.22 0.05 0.33 0.520
H 33.28716 -7.17429 7.81237 -0.43 0.13 -0.19 0.630
H 33.37028 -15.64746 2.00304 -0.18 0.11 -0.04 0.662
H 36.28397 -17.51171 5.31409 -0.20 0.37 -0.33 0.015
H 32.73345 -9.99946 9.84269 0.28 0.23 -0.11 0.369
H 31.83608 -13.20403 0.59846 -0.08 -0.08 0.10 0.358
H 39.13947 -14.92589 6.71600 0.05 -0.22 -0.10 0.587
H 34.81156 -11.54397 -0.42784 0.28 -0.23 -0.02 0.516
H 31.35789 -8.13932 3.04476 0.28 -0.22 -0.21 0.524
H 30.43694 -18.66526 5.86371 -0.08 -0.16 -0.15 0.409
H 33.25305 -13.22927 2.66367 -0.07 0.03 -0.10 0.215
H 34.84881 -7.75580 3.86187 -0.02 -0.09 -0.07 0.557
H 38.63170 -16.00283 4.00159 0.13 0.23 0.17 0.322
H 39.55115 -8.35439 5.35129 0.04 0.17 -0.39 0.294
H 35.41238 -12.76687 9.60812 -0.17 0.24 -0.10 -0.649
H 28.97707 -9.77477 12.26298 -0.05 0.08 -0.59 0.377
H 33.52230 -13.33098 -1.49759 -0.08 -0.23 -0.03 0.445
H 31.25338 -6.44563 1.29450 0.18 0.00 -0.23 0.378
H 40.35553 -9.71755 8.14279 -0.18 -0.22 -0.07 0.417
H 32.78068 -10.31714 5.55609 -0.13 -0.17 -0.24 -0.170
H 33.68270 -10.71260 3.49933 0.29 0.54 0.64 -0.641
H 41.99026 -18.64298 6.07996 -0.16 -0.10 0.07 0.382
H 41.96993 -19.64962 4.67477 -0.44 -0.18 0.00 0.399
H 39.74946 -19.74117 5.47619 -0.46 0.12 -0.04 0.305
H 33.86710 -9.49200 2.30041 -0.38 0.58 -0.07 0.625
H 33.94417 -10.48941 11.09460 0.08 0.45 -0.14 0.374
H 33.79093 -6.36715 5.60052 -0.10 -0.14 -0.40 0.486
H 32.49911 -14.94629 4.40989 -0.04 -0.35 -0.33 0.413
H 39.74064 -10.75073 6.30943 0.13 0.22 0.09 0.673
H 31.04366 -9.75485 11.44697 0.87 -0.21 -0.61 0.314
H 29.71894 -11.09255 13.07089 0.04 0.02 -0.01 0.375
H 40.08782 -8.06118 9.93154 0.03 -0.16 0.12 0.483
H 34.97724 -9.15615 4.93121 -0.30 -0.13 0.02 -0.740
H 33.85366 -16.06793 4.28905 0.06 -0.12 0.13 0.432
H 33.03036 -17.75654 0.26063 -0.34 0.16 0.47 0.344
H 34.24423 -12.53111 11.71841 -0.12 -0.64 0.55 0.521
H 32.37573 -19.45641 10.22684 0.11 -0.50 0.48 0.258
H 35.36114 -14.35908 10.15034 -0.43 -0.12 0.65 0.781
H 42.02186 -17.95701 4.49616 -0.54 0.27 -0.04 0.377
H 31.53339 -16.76855 0.03045 0.28 0.25 0.40 0.250
H 31.49053 -16.87698 5.16364 0.34 -0.37 -0.26 0.438
H 34.13606 -11.87579 5.03699 -1.29 -0.36 -0.66 -0.273
H 39.59793 -18.46506 4.19393 0.03 -0.51 -0.17 0.145
H 33.66307 -12.00246 7.71885 0.06 -0.04 -0.04 -1.101
H 36.60389 -9.86427 10.04846 -0.03 0.23 -0.55 0.142
H 30.68960 -17.37795 7.67477 -0.21 0.02 0.29 0.587
H 33.87898 -17.40748 7.06355 -0.30 0.00 0.38 0.088
H 31.47211 -13.37510 9.36060 -0.08 0.09 0.34 0.284
H 35.01461 -14.02325 -1.01356 0.31 0.02 0.62 0.466
H 36.50904 -18.76121 7.20159 -0.08 0.25 -0.30 0.340
H 38.31115 -16.70377 8.15223 -0.28 0.38 0.38 0.421
H 39.51917 -10.42417 10.71204 0.12 0.07 -0.16 0.357
H 39.93880 -17.77948 7.15341 0.40 0.09 -0.12 0.546
H 36.63812 -16.56507 7.53732 -0.08 0.22 -0.05 0.233
H 31.30279 -5.22845 2.52268 0.19 0.23 -0.02 0.354
H 40.55323 -9.99495 4.04229 0.01 -0.37 -0.27 0.434
H 31.72058 -15.99186 6.55069 0.54 0.21 0.28 0.254
H 37.65949 -13.80323 5.01104 0.10 -0.13 -0.28 0.491
H 35.96719 -12.87668 1.25209 0.12 -0.07 0.41 0.510
H 39.45105 -9.28996 2.91154 -0.18 -0.01 0.01 0.420
H 39.85726 -16.66606 5.72088 0.50 -0.06 0.25 0.278
H 37.02780 -15.83953 3.47157 -0.31 0.08 0.18 0.287
H 31.40033 -14.29402 -0.68271 -0.09 -0.32 0.05 0.351
H 35.17445 -7.07574 6.30190 0.23 -0.14 -0.45 0.433
H 39.07546 -10.88116 3.60237 -0.24 0.04 0.18 0.250
H 33.06269 -18.18032 -2.17486 0.10 0.56 -0.18 0.389
H 34.70358 -14.22739 7.78815 0.11 0.12 0.04 -0.721
H 38.04276 -10.92902 5.85856 0.10 -0.13 -0.20 -0.081
H 33.59866 -7.19320 2.00388 0.25 0.07 0.17 0.315
H 37.40613 -11.37849 10.30163 -0.15 0.14 0.30 0.471
H 37.75982 -19.66832 6.27698 -0.09 0.15 -0.20 0.407
H 36.85766 -11.20254 7.94354 0.10 0.04 -0.26 -0.516
H 32.50691 -5.17655 1.19434 -0.21 0.14 -0.03 0.390
H 31.73756 -18.78685 -1.37050 -0.60 0.28 -0.01 0.403
H 37.60486 -18.05108 4.26866 0.01 -0.41 0.39 0.514
H 35.53998 -12.69996 6.00808 0.36 -1.25 0.85 -0.705
H 37.75162 -14.20350 7.38435 -0.34 -0.35 0.36 0.149
H 35.08360 -10.86963 6.30413 -0.06 1.11 1.14 -0.498
H 33.50746 -18.32256 5.61401 0.16 0.28 -0.17 0.376
H 35.02274 -11.57118 1.98003 0.20 -0.38 0.73 -0.078
H 33.91228 -19.35719 8.22240 -0.09 0.62 -0.30 0.304
H 31.26169 -12.83515 11.63830 -0.18 0.05 0.08 0.386
H 31.52386 -17.25156 -2.31090 -0.02 -0.20 -0.14 0.394
H 38.44908 -9.20244 11.39735 -0.08 -0.45 0.21 0.432
H 31.78279 -19.72707 5.26476 -0.02 0.34 -0.14 0.274
H 34.22616 -10.95478 9.38269 0.02 0.44 -0.07 0.145
H 31.36761 -7.73078 6.28152 0.03 0.07 -0.01 0.424
H 30.27681 -18.53494 9.98521 0.02 0.17 -0.07 0.407
H 33.37882 -15.61546 -1.72380 -0.73 0.47 0.16 0.658
H 39.70549 -8.18719 7.52116 0.24 -0.10 -0.02 0.475
H 33.69212 -14.76506 5.51552 0.44 -0.62 0.53 -0.173
H 35.98692 -11.43422 4.70670 0.90 0.53 -1.11 -0.020
H 32.01622 -17.49841 8.86267 0.39 0.11 -0.42 0.145
H 32.57457 -13.21305 7.13108 -0.38 0.18 0.11 0.812
H 31.77125 -21.50245 8.05582 0.19 -0.06 -0.21 0.358
H 31.11665 -20.79559 10.22565 0.51 0.02 0.52 0.393
H 31.53794 -9.05556 7.31131 0.28 -0.35 -0.02 0.526
H 29.74858 -19.52452 8.69707 0.24 -0.18 -0.37 0.382
H 33.10311 -13.93186 11.19747 0.01 0.18 0.77 0.401
H 28.73355 -11.49205 11.70207 -0.40 0.36 0.16 0.357
H 38.42592 -7.79575 9.54262 -0.01 0.00 -0.03 0.269
H 36.45497 -9.14145 6.68835 0.20 -0.08 -0.25 -0.041
H 38.15545 -18.89014 7.81422 -0.21 -0.47 0.10 0.455
H 36.33378 -14.77327 5.58799 -0.11 0.26 -0.21 -0.851
H 33.40701 -5.96280 3.35985 0.75 -0.16 -0.36 0.264
H 32.21713 -11.52746 12.40314 0.14 -0.33 0.06 0.518
```
Positions in Å, forces in eV/Å.



Here is H4O2P2 in the gas phase at a distorted geometry from OMol25. Energies are from wB97M-V/def2-TZVPD.

Values from the calculation:
SMILES: OPOP
Relative energy (zero: lowest compared OMol25 entry of this formula, charge and spin), eV: 0.8753
HOMO, eV: -9.4
Total energy, eV: -22737.0623
F_max, eV/Å: 3.87

The geometry in XYZ format:
```
8
Properties=species:S:1:pos:R:3:forces:R:3:mulliken_charge:R:1
P 0.97020 0.02156 0.46573 -0.34 1.92 -1.24 0.237
P -1.94419 -0.17454 0.02563 1.89 0.69 -1.93 0.082
O -0.29990 -0.70407 -0.19989 -3.73 -0.42 0.94 -0.250
O 1.73969 -0.02797 -0.97619 1.91 -2.18 1.72 -0.471
H 1.58701 0.71706 -1.46676 -0.47 2.97 -1.98 0.307
H 1.62722 -1.05425 0.88618 1.00 -1.89 0.95 0.007
H -1.64784 1.27931 -0.11389 -0.41 -1.14 0.14 0.042
H -2.03218 -0.05710 1.37919 0.14 0.04 1.40 0.046
```
Positions in Å, forces in eV/Å.